(1)
ORCA calculation (ωB97M-V with the def2-TZVPD basis set) on C32H16Cl3F4N4O2PbSSbSe4 as an isolated structure.

Its HOMO-LUMO gap is 5.05 eV. The highest occupied orbital energy comes out at -2.0 eV. The multiplicity is 1. The calculation puts the LUMO energy at 0.11083 Ha. Its total charge is -2. As for the molar mass: 1347.7 g/mol. The value obtained for the energy above the lowest of the compared OMol25 structures with the same formula, charge and spin is 0.000 eV. The value obtained for the electronic energy is -375946.092 eV.

Positions of all 68 atoms, in Å:
Pb  0.89  1.18  -0.01
Cl  -5.27  5.17  1.87
C  -3.75  4.59  1.25
C  -3.14  3.49  1.82
C  -1.91  3.09  1.33
Cl  -1.12  1.70  2.05
C  -1.23  3.71  0.26
O  -0.07  3.34  -0.18
C  -1.93  4.82  -0.28
Cl  -1.17  5.69  -1.58
C  -3.15  5.26  0.19
H  -3.60  2.97  2.64
H  -3.63  6.11  -0.27
Se  6.60  -2.15  0.82
Sb  5.18  -2.65  -1.03
Se  3.00  -0.97  -0.89
Se  1.73  -2.95  -0.90
Se  3.40  -4.36  -0.05
O  0.55  -0.62  1.70
S  1.52  -1.63  2.28
C  2.24  -0.76  3.73
C  3.13  0.31  3.17
C  2.67  1.62  3.06
C  3.43  2.58  2.40
C  4.65  2.24  1.84
C  5.12  0.94  1.95
C  4.37  -0.02  2.62
C  0.43  -2.82  3.16
C  -0.60  -2.14  4.01
C  -1.75  -1.63  3.42
C  -2.69  -0.95  4.17
C  -2.50  -0.78  5.54
C  -1.35  -1.29  6.14
C  -0.41  -1.97  5.38
H  2.80  -1.52  4.27
H  1.42  -0.36  4.32
H  1.72  1.89  3.50
H  3.05  3.60  2.32
H  5.22  2.98  1.29
H  6.06  0.64  1.50
H  4.74  -1.04  2.68
H  1.12  -3.46  3.72
H  -0.02  -3.38  2.35
H  -1.90  -1.76  2.35
H  -3.58  -0.56  3.69
H  -3.24  -0.26  6.13
H  -1.20  -1.16  7.20
H  0.48  -2.37  5.86
F  -3.89  0.83  -0.66
C  -4.48  -0.12  0.08
C  -5.67  0.18  0.71
F  -6.15  1.42  0.54
C  -6.39  -0.73  1.49
C  -5.80  -2.00  1.53
C  -4.62  -2.30  0.88
F  -4.16  -3.56  1.01
C  -3.89  -1.38  0.14
C  -2.56  -1.68  -0.44
C  -1.64  -0.73  -0.81
N  -0.81  0.05  -1.11
C  -2.05  -3.00  -0.50
N  -1.58  -4.06  -0.56
F  -6.38  -2.99  2.23
C  -7.62  -0.41  2.19
C  -8.35  -1.34  2.96
N  -9.01  -2.04  3.61
C  -8.21  0.88  2.18
N  -8.75  1.90  2.22

Atomic partial charges in e from the Mulliken method, atoms 1 to 2:
1 Pb 1.198
2 Cl -0.253

***

(2)
ORCA calculation (ωB97M-V with the def2-TZVPD basis set) on C22H41ClNOOsP3 as an isolated structure at a distorted geometry.

Its HOMO-LUMO gap (alpha / beta) is 6.81 / 4.16 eV. The highest occupied orbital energy (alpha / beta) comes out at -20.3 / -20.3 eV. The multiplicity is 5. The calculation puts the LUMO energy (alpha / beta) at -0.49662 / -0.59501 Ha. Its total charge is +4. As for the molar mass: 654.2 g/mol. The value obtained for the energy above the lowest of the compared OMol25 structures with the same formula, charge and spin is 4.960 eV. The value obtained for the electronic energy is -69825.466 eV. The expectation value of S² is 6.0523.

Positions of all 70 atoms, in Å:
Os  0.19  -0.37  0.71
P  -1.28  0.40  2.19
P  -1.45  -2.04  -0.28
P  2.19  0.73  0.13
H  -1.81  -0.62  -3.62
C  -0.87  -0.06  -3.87
C  0.34  -0.62  -3.73
H  0.45  -1.68  -3.53
C  -2.86  1.17  1.62
C  -1.76  -0.88  3.41
C  -0.28  1.69  2.99
C  -1.32  -3.06  -1.81
C  -1.53  -3.48  0.86
C  -3.22  -1.58  -0.45
C  3.34  0.26  -1.25
C  3.29  0.47  1.61
C  2.31  2.58  -0.03
H  -0.97  1.06  -3.96
H  1.25  -0.02  -3.72
H  -2.97  2.18  2.03
H  -3.74  0.58  1.89
H  -2.77  1.26  0.54
H  -1.95  -0.45  4.42
H  -0.93  -1.60  3.50
H  -2.68  -1.41  3.09
H  -0.85  2.14  3.82
H  -0.05  2.48  2.24
H  0.66  1.25  3.38
H  -2.15  -3.80  -1.78
H  -0.38  -3.63  -1.85
H  -1.42  -2.48  -2.73
H  -2.35  -4.13  0.52
H  -1.72  -3.14  1.89
H  -0.58  -4.04  0.82
H  -3.74  -2.40  -0.94
H  -3.29  -0.67  -1.06
H  -3.65  -1.41  0.54
H  4.38  0.57  -1.04
H  3.04  0.74  -2.18
H  3.35  -0.82  -1.42
H  4.12  1.18  1.61
H  3.69  -0.55  1.61
H  2.69  0.62  2.51
H  3.34  2.92  0.07
H  1.71  3.02  0.75
H  1.92  2.87  -1.00
C  -1.12  3.18  -1.01
C  -2.26  4.02  -0.73
C  -2.39  5.24  -1.38
C  -1.51  5.63  -2.39
C  -0.57  4.72  -2.81
C  -0.39  3.49  -2.21
O  -0.70  2.34  -0.16
H  0.44  -1.53  -0.49
H  -2.93  3.74  0.08
H  -3.15  5.94  -1.05
H  -1.59  6.60  -2.85
H  0.09  4.97  -3.63
H  0.32  2.74  -2.55
Cl  3.64  -4.73  -1.08
C  2.86  -3.87  0.17
C  3.03  -4.21  1.51
C  2.37  -3.46  2.48
C  1.63  -2.36  2.11
N  1.56  -2.03  0.81
C  2.06  -2.79  -0.20
H  3.65  -5.03  1.77
H  2.40  -3.65  3.56
H  1.07  -1.64  2.78
H  1.83  -2.52  -1.24

Atomic partial charges in e from the Mulliken method, atoms 1 to 2:
1 Os -0.005
2 P 0.840

***

Look up the total charge of the second one.
+4